<P>
A 3-piece molecular cluster, C2H4F2 overall. Source: the OMol25 dataset; level of theory: wB97M-V/def2-TZVPD.

Results
Net charge: 0
Gap between HOMO and LUMO: 11.22 eV

Each line ends with the natural charge from an NBO analysis.
Element x y z (Å)
C 0.24 0.34 -0.71  -0.5644
C 1.30 -0.13 -0.32  0.7108
F 2.44 0.38 -0.74  -0.3054
F 1.55 -0.81 0.94  -0.3592
H 0.25 2.24 -0.33  0.0326
H 0.17 0.68 -1.76  0.2470
H -0.71 0.27 -0.19  0.2459
H -0.62 2.38 -0.67  -0.0074


<Q>
The molecule C2H4F2. Source: the OMol25 dataset; level of theory: wB97M-V/def2-TZVPD.

Results
Net charge: 0
Gap between HOMO and LUMO: 13.19 eV
Structure (SMILES): FCCF

Each line ends with the natural charge from an NBO analysis.
Element x y z (Å)
C -0.72 -0.29 -0.01  0.0204
C 0.65 0.43 0.02  0.0506
H -1.47 0.37 0.43  0.1809
H -0.71 -1.21 0.60  0.1764
H 1.34 -0.21 -0.62  0.1691
H 0.65 1.20 -0.52  0.1522
F -0.67 -0.77 -1.36  -0.3762
F 0.93 0.48 1.45  -0.3735


<Q> has the most favorable energy; the next structure is 188.7 kJ/mol above.


<P>
A 3-piece molecular cluster, C4H13NO3 overall. Source: the OMol25 dataset; level of theory: wB97M-V/def2-TZVPD.

Results
Net charge: 0
Gap between HOMO and LUMO: 10.07 eV
Structure (SMILES): CCN(C)C=O.O.O

Each line ends with the natural charge from an NBO analysis.
Element x y z (Å)
C 0.22 -0.15 1.58  0.5353
N -0.88 -0.11 0.82  -0.4253
C -1.27 -1.22 -0.06  -0.2034
C -0.09 -1.98 -0.72  -0.6393
C -1.61 1.17 0.72  -0.4156
O 0.61 0.75 2.30  -0.6569
H 0.89 -1.02 1.36  0.1206
H -2.05 -1.90 0.39  0.1979
H -1.76 -0.71 -0.90  0.1945
H 0.84 -1.43 -0.65  0.2281
H -0.31 -2.24 -1.76  0.2164
H -0.07 -2.88 -0.07  0.2154
H -2.57 1.04 0.22  0.2057
H -0.96 1.85 0.15  0.2080
H -1.78 1.56 1.73  0.2321
H 2.55 -0.44 -2.32  0.4695
H 1.20 -0.11 -2.91  0.4643
O 1.91 0.28 -2.38  -0.9305
H 1.63 1.98 1.44  0.4930
H 1.56 2.77 0.09  0.4583
O 1.94 2.78 0.97  -0.9680


<Q>
A 4-piece molecular cluster, C4H13NO3 overall. Source: the OMol25 dataset; level of theory: wB97M-V/def2-TZVPD.

Results
Net charge: 0
Gap between HOMO and LUMO: 6.39 eV

Each line ends with the natural charge from an NBO analysis.
Element x y z (Å)
C 1.87 0.77 0.60  -0.3053
C 0.51 1.09 0.47  0.4746
N -0.16 0.35 -0.56  -0.4733
C 0.45 -0.17 -1.79  -0.4179
C -1.50 0.78 -0.81  -0.4286
O -0.17 1.86 1.23  -0.6979
H 2.44 1.45 1.26  0.2382
H 2.42 0.09 -0.05  0.2262
H 1.25 2.30 -0.97  0.1234
H -0.27 -1.00 -2.17  0.2244
H 1.34 -0.66 -1.62  0.1954
H 0.67 0.48 -2.59  0.1939
H -1.49 1.50 -1.68  0.1749
H -2.04 -0.10 -1.12  0.2046
H -1.98 1.30 0.16  0.2580
H 0.47 -0.54 1.96  0.4591
H -0.73 -0.07 2.72  0.4948
O -0.34 -0.89 2.35  -0.9390
H -0.59 -3.50 1.12  0.4618
H -0.99 -2.09 0.88  0.4850
O -1.16 -2.95 0.58  -0.9525


<R>
A 4-piece molecular cluster, C4H13NO3 overall. Source: the OMol25 dataset; level of theory: wB97M-V/def2-TZVPD.

Results
Net charge: 0
Gap between HOMO and LUMO: 6.14 eV

Each line ends with the natural charge from an NBO analysis.
Element x y z (Å)
C 1.85 0.86 0.08  -0.4532
N 1.24 -0.42 0.23  -0.2476
C 2.14 -1.56 0.19  -0.4055
C -0.06 -0.63 0.05  0.0660
C -0.80 0.01 -1.01  0.1781
O -1.93 -0.46 -1.32  -0.7316
H 1.43 1.62 0.74  0.2556
H 2.86 0.79 0.49  0.2138
H 1.90 1.24 -0.95  0.2432
H 3.05 -1.22 0.69  0.2096
H 2.39 -1.82 -0.84  0.2291
H 1.70 -2.39 0.76  0.2256
H -0.32 -1.69 0.09  0.2266
H 0.69 0.02 -2.24  -0.1826
H -0.61 0.99 -1.43  0.1948
H -3.07 -0.05 -0.12  0.4998
H -4.42 0.51 0.43  0.4704
O -3.58 0.12 0.70  -0.9935
H -1.03 0.77 1.07  0.4449
H -2.20 1.61 1.16  0.4986
O -1.23 1.71 1.23  -0.9422


<S>
A 4-piece molecular cluster, C4H13NO3 overall. Source: the OMol25 dataset; level of theory: wB97M-V/def2-TZVPD.

Results
Net charge: 0
Gap between HOMO and LUMO: 5.66 eV

Each line ends with the natural charge from an NBO analysis.
Element x y z (Å)
C -0.38 -2.25 0.22  -0.4574
N 0.34 -1.39 -0.60  -0.3077
C 1.09 -2.02 -1.66  -0.4542
C 0.65 0.06 -0.29  -0.3160
C 0.06 1.09 -0.98  0.2697
O 0.27 2.28 -0.76  -0.6683
H -0.06 -2.30 1.32  0.2587
H -0.35 -3.35 -0.27  0.2027
H -1.43 -2.04 0.37  0.2630
H 2.00 -2.55 -1.24  0.1782
H 0.37 -2.72 -2.24  0.2122
H 1.71 -1.30 -2.11  0.2409
H 1.54 0.28 0.34  0.2500
H -0.45 -1.07 -2.28  0.2392
H -0.81 0.90 -1.66  0.1480
H 0.02 2.47 0.89  0.4973
H 0.48 3.06 2.24  0.4656
O 0.06 2.29 1.89  -1.0014
H -1.03 0.20 0.93  0.4744
H -1.68 0.70 2.22  0.4925
O -1.74 -0.04 1.60  -0.9873


<P> has the most favorable energy; the next structure is 476.6 kJ/mol above.


<P>
A 3-piece molecular cluster, C4H13NO3 overall. Source: the OMol25 dataset; level of theory: wB97M-V/def2-TZVPD.

Results
Net charge: 0
Gap between HOMO and LUMO: 3.66 eV

Each line ends with the natural charge from an NBO analysis.
Element x y z (Å)
C 1.61 -0.57 0.80  -0.3732
C 0.76 0.27 1.76  -0.6244
C 1.55 0.35 -0.50  0.1631
N 0.40 -0.20 -1.46  -0.3568
C -0.33 0.88 -2.05  -0.4909
O 1.42 1.66 -0.32  -0.4146
H 1.09 -1.67 0.63  0.2554
H 2.62 -0.93 1.35  0.2488
H 0.55 -0.14 2.76  0.2180
H 1.30 1.19 1.86  0.2144
H -0.17 0.44 1.33  0.2619
H -0.15 -0.96 -1.08  0.4481
H 0.05 1.11 -3.01  0.2387
H -0.43 1.81 -1.39  0.2792
H -1.40 0.56 -2.15  0.2535
H 2.52 0.11 -1.04  0.3415
H -2.69 -2.29 0.12  0.4544
O -1.88 -1.83 -0.08  -1.0532
H -2.81 0.33 1.39  0.4584
H -1.88 -0.59 0.39  0.4749
O -2.14 0.46 0.67  -0.9970


<Q>
A 2-piece molecular cluster, C4H13NO3 overall. Source: the OMol25 dataset; level of theory: wB97M-V/def2-TZVPD.

Results
Net charge: 0
Gap between HOMO and LUMO: 10.51 eV
Structure (SMILES): C[C@H](O)[C@@H](N)CO.O

Each line ends with the natural charge from an NBO analysis.
Element x y z (Å)
C -0.93 1.42 -0.06  -0.0568
O -0.23 2.60 -0.52  -0.7402
C -0.11 0.18 -0.32  -0.1085
C -0.65 -0.93 0.56  0.0891
C 0.12 -2.25 0.44  -0.6417
O -2.04 -1.09 0.20  -0.7365
N -0.15 -0.12 -1.74  -0.8370
H -1.87 1.40 -0.59  0.1771
H -1.02 1.58 1.01  0.1865
H 0.92 0.46 -0.04  0.1966
H -0.65 -0.68 1.63  0.1697
H -0.26 -2.96 1.17  0.2112
H 1.16 -2.04 0.67  0.2240
H 0.07 -2.73 -0.54  0.2044
H -2.31 -1.96 0.51  0.4696
H -1.10 -0.06 -2.08  0.3611
H 0.06 -1.11 -1.91  0.3583
H 0.07 2.45 -1.43  0.4721
H 3.61 1.64 0.64  0.4676
H 2.24 2.24 1.00  0.4779
O 3.09 1.99 1.38  -0.9445


<Q> has the most favorable energy; the next structure is 789.4 kJ/mol above.


<P>
A 3-piece molecular cluster, C3H14N2O2 overall. Source: the OMol25 dataset; level of theory: wB97M-V/def2-TZVPD.

Results
Net charge: 0
Gap between HOMO and LUMO: 9.91 eV
Structure (SMILES): NCCCN.O.O

Each line ends with the natural charge from an NBO analysis.
Element x y z (Å)
N -2.36 0.06 1.50  -0.8321
C -0.96 0.57 1.49  -0.2219
C 0.22 -0.29 0.99  -0.4311
C 1.46 0.53 0.58  -0.2153
N 2.27 -0.40 -0.29  -0.8595
H -2.57 -0.46 2.33  0.3551
H -2.46 -0.54 0.69  0.3561
H -1.04 1.61 1.06  0.1791
H -0.73 0.78 2.56  0.1797
H -0.27 -0.75 0.11  0.1942
H 0.60 -1.11 1.56  0.2143
H 1.24 1.37 -0.07  0.1825
H 2.06 0.73 1.48  0.1915
H 3.27 -0.27 -0.12  0.3590
H 2.15 -0.10 -1.27  0.3494
H 0.99 -2.12 -1.53  0.4774
H 1.74 -1.98 -2.77  0.4554
O 0.95 -2.44 -2.44  -0.9348
H -1.73 1.97 -1.44  0.4649
H -2.72 1.63 -2.52  0.4689
O -2.12 1.22 -1.89  -0.9327


<Q>
A 3-piece molecular cluster, C3H14N2O2 overall. Source: the OMol25 dataset; level of theory: wB97M-V/def2-TZVPD.

Results
Net charge: 0
Gap between HOMO and LUMO: 9.48 eV
Structure (SMILES): CCNCN.O.O

Each line ends with the natural charge from an NBO analysis.
Element x y z (Å)
C -1.94 1.38 -1.52  -0.6072
C -0.48 0.88 -1.45  -0.2217
N -0.52 -0.50 -0.93  -0.6542
C 0.93 -0.84 -0.66  -0.0780
N 0.89 -1.86 0.43  -0.8437
H -2.36 0.95 -2.45  0.1949
H -1.96 2.39 -1.57  0.2011
H -2.54 1.10 -0.61  0.2193
H -0.03 0.99 -2.47  0.1723
H 0.06 1.45 -0.66  0.1791
H -0.81 -1.21 -1.69  0.3477
H 1.46 0.06 -0.28  0.2256
H 1.32 -1.37 -1.59  0.1613
H 0.70 -1.34 1.26  0.3415
H 0.08 -2.54 0.28  0.3525
H 3.11 0.37 1.66  0.4812
H 3.83 -0.87 0.73  0.5117
O 3.18 -0.05 0.85  -0.9829
H -1.40 0.88 2.12  0.4583
H -2.18 -0.13 2.69  0.4570
O -2.30 0.95 2.63  -0.9159


<R>
A 3-piece molecular cluster, C3H14N2O2 overall. Source: the OMol25 dataset; level of theory: wB97M-V/def2-TZVPD.

Results
Net charge: 0
Gap between HOMO and LUMO: 9.78 eV
Structure (SMILES): C[C@@H](N)CN.O.O

Each line ends with the natural charge from an NBO analysis.
Element x y z (Å)
N 1.25 0.32 1.37  -0.8190
C 0.22 0.68 0.32  -0.0571
C 0.06 2.20 0.42  -0.6187
C -1.04 -0.18 0.41  -0.2384
N -0.77 -1.59 0.58  -0.8610
H 0.73 0.07 2.20  0.3439
H 1.61 -0.60 1.12  0.3457
H 0.68 0.37 -0.62  0.1641
H -0.06 2.76 -0.51  0.2150
H 0.90 2.75 0.85  0.2299
H -0.81 2.29 1.09  0.1963
H -1.60 0.33 1.22  0.1842
H -1.67 -0.07 -0.47  0.1835
H -1.55 -2.09 0.94  0.3708
H -0.38 -1.98 -0.27  0.3584
H 3.67 -2.12 -0.12  0.4688
H 3.37 -2.47 -1.56  0.4648
O 3.86 -2.77 -0.79  -0.9328
H -3.82 2.30 -2.12  0.4667
H -3.78 0.83 -2.13  0.4639
O -3.39 1.58 -1.65  -0.9291


<R> has the most favorable energy; the next structure is 6.8 kJ/mol above.